1.
Below is a 2-piece molecular cluster, C6H15NO2 overall, with properties calculated with ωB97M-V/def2-TZVPD.

XYZ file:
```
24
Properties=species:S:1:pos:R:3:lowdin_charge:R:1
C 1.8148 0.2722 -1.7695 -0.099
N 0.7063 -0.0437 -0.8932 0.002
C -0.0467 -1.1212 -1.0379 -0.522
C 0.2320 -2.0867 -2.1658 -0.003
O -1.0248 -1.3372 -0.2717 -0.056
H 1.5017 0.3603 -2.8145 0.080
H 2.2337 1.2296 -1.4643 0.080
H 2.6109 -0.4788 -1.7164 0.080
H 0.6176 0.5452 0.1520 0.117
H 0.0901 -1.5942 -3.1287 0.083
H 1.2628 -2.4396 -2.1285 0.079
H -0.4456 -2.9327 -2.0923 0.081
C -2.1691 0.8955 0.8938 -0.127
C -1.1593 1.7282 1.5358 -0.121
O 0.3751 1.1337 1.3782 -0.264
C 0.6463 0.0930 2.3044 -0.119
H -3.0496 0.7288 1.5097 0.069
H -2.4544 1.2651 -0.0880 0.069
H -1.7034 -0.1987 0.4845 0.094
H -0.9965 2.7008 1.0783 0.107
H -1.2341 1.8201 2.6190 0.105
H 0.5708 0.4627 3.3318 0.086
H 1.6656 -0.2561 2.1259 0.092
H -0.0443 -0.7462 2.1574 0.088
```

Results
* HOMO level: -8.71 eV
* max |F|: 0.06030 Eh/bohr
* molecular weight: 133.19 g mol⁻¹
* 2S+1: 1
* LUMO energy: 0.92 eV

2.
Below is C6H15NO3 as an isolated structure, with properties calculated with ωB97M-V/def2-TZVPD.

XYZ file:
```
25
Properties=species:S:1:pos:R:3:lowdin_charge:R:1
C 0.4588 -1.2384 1.4588 -0.379
C 0.1177 -0.2845 2.5864 -0.031
C -0.1343 -0.9433 0.0556 -0.556
O -1.5390 -0.7867 0.1683 -0.019
O 1.8686 -1.3533 1.3682 -0.032
O 0.2668 -1.7800 -0.8363 -0.103
H -1.9242 -1.5550 -0.2736 0.111
H 2.0423 -1.8644 0.5644 0.093
H 0.0190 -2.2210 1.6909 0.151
H 0.5943 0.6845 2.4480 0.072
H 0.4796 -0.7048 3.5256 0.084
H -0.9608 -0.1479 2.6536 0.084
C -0.6878 0.5548 -2.3578 -0.004
C 0.5382 0.9066 -0.3110 -0.150
C -0.3263 2.0345 0.2246 -0.150
N -0.1489 -0.4775 -2.9565 0.095
H 0.5866 -0.2940 -3.6273 0.115
H 0.0202 -1.3162 -2.2507 0.092
H -1.5138 0.3859 -1.6815 0.089
H -0.5285 1.5539 -2.7452 0.106
H 1.1190 1.1909 -1.1903 0.071
H 1.3427 0.6431 0.3744 0.069
H -0.6541 2.7154 -0.5664 0.059
H -1.2306 1.6586 0.7046 0.066
H 0.1945 2.6389 0.9734 0.069
```

Results
* HOMO level: -7.93 eV
* max |F|: 0.02926 Eh/bohr
* molecular weight: 149.19 g mol⁻¹
* 2S+1: 1
* LUMO energy: 0.05 eV

3.
Below is C6H15NO5Si as an isolated structure, with properties calculated with ωB97M-V/def2-TZVPD.

XYZ file:
```
28
Properties=species:S:1:pos:R:3:lowdin_charge:R:1
C 3.2483 -0.8820 0.6870 -0.053
C -2.2086 -2.5866 -0.8513 -0.089
C -1.6560 2.7043 1.5775 -0.057
C 2.7383 -0.2423 -0.6265 -0.241
C -1.8577 -1.4077 -1.6590 -0.335
C -0.1803 2.1759 1.6483 -0.239
N -0.0645 -1.5619 1.9050 -0.347
O -0.6967 -1.1170 2.8716 -0.051
O 0.7728 -2.4535 1.9928 -0.041
O 1.3419 -0.5133 -0.8525 -0.124
O -1.2131 -0.4416 -0.9380 -0.102
O 0.1655 1.2283 0.6759 -0.113
Si 0.0405 -0.1711 0.0327 0.401
H 2.9357 -0.1097 1.4833 0.108
H 2.7731 -1.7538 0.7343 0.000
H 4.3920 -0.9414 0.6432 0.108
H -2.6151 -3.3244 -1.5768 0.102
H -1.3352 -2.9883 -0.4260 0.057
H -2.9185 -2.3892 -0.0901 0.076
H -1.8604 3.6417 2.1059 0.075
H -1.7924 3.0179 0.5308 0.074
H -2.3403 1.8802 1.8124 0.080
H 3.3115 -0.6432 -1.4446 0.111
H 2.7878 0.7882 -0.6026 0.084
H -2.8185 -1.0599 -2.0452 0.119
H -1.2588 -1.7762 -2.5686 0.150
H -0.1449 1.6588 2.5825 0.098
H 0.5610 3.0022 1.3737 0.148
```

Results
* HOMO level: -9.30 eV
* max |F|: 0.12135 Eh/bohr
* molecular weight: 209.27 g mol⁻¹
* 2S+1: 1
* LUMO energy: 0.70 eV

4.
Below is a single C6H15NOSi molecule, with properties calculated with ωB97M-V/def2-TZVPD.

XYZ file:
```
24
Properties=species:S:1:pos:R:3:lowdin_charge:R:1
C 1.8542 0.1212 -0.2061 -0.105
C 0.5742 -0.6799 0.0152 -0.636
C 0.6601 -1.4046 1.3545 -0.103
C 0.4161 -1.6976 -1.1098 -0.098
Si -0.9285 0.5757 0.0032 0.578
C -0.9439 1.5925 -1.6126 -0.154
C -0.8491 1.6987 1.5353 -0.157
N -2.1514 -0.5742 0.4409 -0.124
O -3.0090 -1.1448 -0.2260 -0.042
H 1.8356 0.6451 -1.1586 0.071
H 2.0038 0.8490 0.5878 0.072
H 2.7125 -0.5512 -0.2109 0.085
H -0.2350 -1.9925 1.5350 0.071
H 0.7789 -0.6990 2.1724 0.073
H 1.5199 -2.0751 1.3585 0.084
H -0.5029 -2.2673 -0.9949 0.071
H 0.3960 -1.2086 -2.0812 0.073
H 1.2515 -2.3975 -1.1024 0.085
H -0.9258 0.9502 -2.4890 0.024
H -1.8513 2.1879 -1.6696 0.024
H -0.1019 2.2758 -1.6809 0.030
H -1.0252 1.1363 2.4453 0.027
H 0.1200 2.1796 1.6153 0.026
H -1.5988 2.4803 1.4787 0.024
```

Results
* HOMO level (spin up / spin down): -8.45 / -8.52 eV
* max |F|: 0.05300 Eh/bohr
* molecular weight: 145.28 g mol⁻¹
* 2S+1: 1
* LUMO energy (spin up / spin down): -0.13 / -0.11 eV

5.
Below is a single C6H15NS molecule, with properties calculated with ωB97M-V/def2-TZVPD.

XYZ file:
```
23
Properties=species:S:1:pos:R:3:lowdin_charge:R:1
C 1.3080 1.1926 -3.1227 -0.076
C 0.6672 1.5252 -1.7884 -0.448
C -0.8811 1.5162 -1.8999 -0.053
N 1.1250 0.5415 -0.8069 -0.060
C 0.9112 0.8565 0.5912 -0.250
C 0.5755 -0.4077 1.4053 -0.290
C -0.8969 -0.7227 1.3322 -0.543
S -1.1551 -2.2770 2.3301 0.676
H 2.3976 1.1350 -3.0691 0.076
H 1.0286 0.1669 -3.4048 0.082
H 0.9171 1.8659 -3.8767 0.071
H 0.9937 2.4803 -1.3802 0.133
H -1.2691 2.2839 -1.2342 0.069
H -1.2536 0.5396 -1.6221 0.061
H -1.2660 1.6802 -2.9034 0.068
H 0.6806 -0.3553 -0.9590 0.097
H 0.1230 1.6051 0.7675 0.113
H 1.7956 1.3098 1.0287 0.106
H 0.8759 -0.2097 2.4272 0.101
H 1.2059 -1.2313 1.0624 0.111
H -1.2668 -0.9444 0.3345 0.054
H -1.5641 0.0083 1.7702 0.070
H -2.4622 -2.1373 2.5488 -0.170
```

Results
* HOMO level: -8.67 eV
* max |F|: 0.03422 Eh/bohr
* molecular weight: 133.26 g mol⁻¹
* 2S+1: 1
* LUMO energy: 0.94 eV

6.
Below is a 2-piece molecular cluster, C6H15O overall, with properties calculated with ωB97M-V/def2-TZVPD.

XYZ file:
```
22
Properties=species:S:1:pos:R:3:lowdin_charge:R:1
C 0.3909 2.0433 1.2264 -0.542
O 0.1362 0.8493 0.5280 -0.361
C 0.4536 1.8245 2.7060 -0.174
H -0.3568 2.8459 1.0248 0.067
H 1.3551 2.5511 0.8932 0.077
H 0.6449 2.7592 3.2861 0.052
H 1.3134 1.1189 2.9075 0.071
H -0.4674 1.3749 3.0392 0.043
C 0.5518 -0.1070 -2.4652 -0.149
C -1.0298 -1.8276 0.4274 -0.171
C 0.0339 -1.6615 -0.5875 -0.349
C -0.5058 -1.0467 -1.8635 -0.305
H 0.6993 0.6599 -1.6924 0.050
H 0.1786 0.4414 -3.3648 0.061
H 1.4666 -0.6213 -2.7443 0.053
H -0.7106 -2.4909 1.2428 0.056
H -1.9737 -2.2282 -0.0245 0.066
H -1.2754 -0.7844 0.8110 0.074
H 0.5244 -2.6389 -0.8651 0.108
H 0.7841 -0.9536 -0.1903 0.081
H -0.8635 -1.7419 -2.6448 0.091
H -1.3499 -0.3663 -1.6500 0.102
```

Results
* HOMO level: -2.63 eV
* max |F|: 0.04381 Eh/bohr
* molecular weight: 103.18 g mol⁻¹
* 2S+1: 1
* net charge: -1
* LUMO energy: 4.35 eV

7.
Below is a 2-piece molecular cluster, C6H15P overall, with properties calculated with ωB97M-V/def2-TZVPD.

XYZ file:
```
22
Properties=species:S:1:pos:R:3:lowdin_charge:R:1
C -1.9577 -0.0471 3.3023 -0.157
C -1.2071 -0.3191 1.9006 -0.649
C -2.0325 -0.1393 0.6424 -0.139
P 0.3884 0.7311 1.8716 0.838
H -1.2192 0.0646 4.1655 0.068
H -2.6769 -0.7387 3.6560 0.039
H -2.4512 0.9198 3.2833 0.055
H -0.7812 -1.4470 1.9590 0.123
H -1.8789 -0.9159 -0.0885 0.072
H -2.9847 -0.1449 1.0486 0.048
H -1.6918 0.7732 0.3443 0.013
H 0.8289 0.0467 3.0582 -0.090
H -0.2589 1.8457 2.5103 -0.087
C 0.5331 0.7297 -1.5284 -0.080
C 0.6281 -0.5692 -1.4676 -0.305
C 1.7033 -1.2207 -0.6527 -0.140
H 1.1114 1.3173 -0.6725 0.055
H -0.0691 1.1866 -2.3034 0.053
H 0.2020 -1.0995 -2.3073 0.090
H 1.3007 -1.4616 0.3059 0.022
H 2.6075 -0.5133 -0.6340 0.101
H 2.1083 -2.0261 -1.2768 0.070
```

Results
* HOMO level: -9.07 eV
* max |F|: 0.08145 Eh/bohr
* molecular weight: 118.16 g mol⁻¹
* 2S+1: 1
* LUMO energy: 1.11 eV

8.
Below is a 2-piece molecular cluster, C6H16 overall, with properties calculated with ωB97M-V/def2-TZVPD.

XYZ file:
```
22
Properties=species:S:1:pos:R:3:lowdin_charge:R:1
C -1.4629 0.7470 2.3837 -0.110
C -0.6227 0.5508 1.0934 -0.437
C -1.4930 -0.3279 0.1326 -0.099
C -0.4340 1.9310 0.4023 -0.085
H -2.3555 1.3787 2.2120 0.079
H -0.9186 1.3333 3.1245 0.070
H -1.7955 -0.2105 2.7741 0.070
H 0.3158 0.0671 1.3639 0.110
H -1.1440 -1.3715 0.0477 0.073
H -2.5152 -0.4324 0.4877 0.068
H -1.3893 0.1287 -0.8376 0.048
H -0.5292 1.8704 -0.6821 0.059
H -1.2254 2.6031 0.6982 0.066
H 0.5780 2.2930 0.6191 0.077
C 1.7742 -0.7587 -1.2551 -0.175
C 2.0415 -1.9072 -2.2186 -0.165
H 1.9743 -1.0471 -0.2253 0.058
H 2.0191 0.2640 -1.5323 0.072
H 0.6834 -0.7373 -1.0137 0.032
H 2.0642 -2.8627 -1.7055 0.067
H 1.4447 -1.6598 -3.1075 0.068
H 2.9900 -1.8520 -2.7616 0.055
```

Results
* HOMO level: -10.74 eV
* max |F|: 0.04988 Eh/bohr
* molecular weight: 88.19 g mol⁻¹
* 2S+1: 1
* LUMO energy: 1.10 eV

9.
Below is a 2-piece molecular cluster, C6H16 overall, with properties calculated with ωB97M-V/def2-TZVPD.

XYZ file:
```
22
Properties=species:S:1:pos:R:3:lowdin_charge:R:1
C 0.9986 3.1527 -0.2611 -0.105
C 0.8268 1.6425 -0.3533 -0.480
C 1.1384 0.8097 0.8676 -0.108
C -0.6734 1.3501 -0.7506 -0.082
H 0.6730 3.5006 0.7313 0.082
H 0.5146 3.6692 -1.0773 0.060
H 2.0026 3.6229 -0.3619 0.077
H 1.4513 1.2616 -1.1823 0.128
H 0.4549 0.8134 1.7072 0.072
H 1.3839 -0.2034 0.5319 0.069
H 2.0213 1.2141 1.4121 0.083
H -0.9975 1.9311 -1.6116 0.064
H -0.5658 0.2820 -1.0377 0.073
H -1.3679 1.5153 0.0683 0.073
C -0.2357 -3.2110 0.2828 -0.165
C -1.7389 -2.8889 0.0220 -0.158
H -0.1279 -4.2386 0.6276 0.056
H 0.4063 -3.0647 -0.5891 0.056
H 0.1729 -2.5399 1.0297 0.041
H -2.0323 -1.9190 0.4318 0.055
H -1.9366 -3.0846 -1.0303 0.057
H -2.3685 -3.6151 0.5428 0.053
```

Results
* HOMO level: -10.76 eV
* max |F|: 0.04208 Eh/bohr
* molecular weight: 88.19 g mol⁻¹
* 2S+1: 1
* LUMO energy: 1.10 eV

10.
Below is a 2-piece molecular cluster, C6H16 overall, with properties calculated with ωB97M-V/def2-TZVPD.

XYZ file:
```
22
Properties=species:S:1:pos:R:3:lowdin_charge:R:1
C -0.5810 2.1404 -1.4385 -0.111
C -0.2564 1.3282 -0.1719 -0.466
C 1.2232 0.8887 -0.2531 -0.078
C -0.5105 2.2659 0.9979 -0.106
H -0.0647 3.1096 -1.4372 0.078
H -1.6446 2.3587 -1.5273 0.072
H -0.1695 1.7091 -2.3549 0.073
H -0.9171 0.4621 -0.1582 0.118
H 1.6642 1.0431 0.7352 0.076
H 1.3484 -0.1605 -0.4879 0.035
H 1.7857 1.4618 -0.9890 0.073
H 0.1136 3.1565 0.9738 0.079
H -1.5441 2.6207 0.9199 0.075
H -0.4155 1.8129 1.9876 0.074
C -0.4485 -3.5142 0.0320 -0.167
C 0.4658 -2.5127 0.7201 -0.171
H 0.0396 -4.1092 -0.7380 0.061
H -0.8160 -4.2578 0.7419 0.060
H -1.3223 -3.0371 -0.4107 0.059
H 0.9833 -3.0088 1.5469 0.066
H 1.1258 -2.0184 0.0204 0.037
H -0.0594 -1.7390 1.2909 0.063
```

Results
* HOMO level: -11.24 eV
* max |F|: 0.03091 Eh/bohr
* molecular weight: 88.19 g mol⁻¹
* 2S+1: 1
* LUMO energy: 1.10 eV

11.
Below is a 2-piece molecular cluster, C6H16 overall, with properties calculated with ωB97M-V/def2-TZVPD.

XYZ file:
```
22
Properties=species:S:1:pos:R:3:lowdin_charge:R:1
C -0.0899 0.5171 1.4214 -0.062
C 0.9028 1.1412 0.2946 -0.412
C 1.3072 2.6036 0.7128 -0.082
C 2.0447 0.1685 0.1441 -0.112
H 0.3519 0.3449 2.4334 0.093
H -0.3874 -0.3951 1.1299 -0.021
H -0.8828 1.2656 1.4877 0.072
H 0.4525 1.0811 -0.7048 0.113
H 1.5219 2.6589 1.7620 0.054
H 2.2647 3.0158 0.2772 0.087
H 0.4565 3.2571 0.5883 0.059
H 2.1443 -0.5018 1.0380 0.088
H 1.8236 -0.5123 -0.6475 0.056
H 3.0347 0.5165 0.0597 0.052
C -1.1204 -1.7530 -1.2925 -0.169
C -2.5951 -2.0138 -1.1379 -0.166
H -0.5425 -2.5932 -1.7368 0.075
H -0.9032 -1.0300 -2.0724 0.066
H -0.7608 -1.5885 -0.2579 0.049
H -3.0175 -1.9808 -2.1388 0.067
H -3.0145 -2.9195 -0.8915 0.033
H -2.9908 -1.2826 -0.4690 0.061
```

Results
* HOMO level: -10.75 eV
* max |F|: 0.09296 Eh/bohr
* molecular weight: 88.19 g mol⁻¹
* 2S+1: 1
* LUMO energy: 1.11 eV